(1)
C4H8N2O2 | wB97M-V/def2-TZVPD

Element x y z (Å)
C1 -0.857 -1.408 -0.764
N1 1.000 1.483 0.361
C2 0.733 -0.735 1.081
C3 0.151 1.113 -0.539
N2 0.288 -0.424 2.319
C4 -0.491 1.475 -1.657
O1 -0.404 -0.320 0.073
O2 1.547 -1.515 0.715
H1 1.676 2.169 0.051
H2 0.962 -0.614 3.047
H3 -0.160 0.481 2.375
H4 -1.709 -1.051 -1.333
H5 -0.044 -1.742 -1.406
H6 -1.182 -2.213 -0.107
H7 -1.160 0.822 -2.190
H8 -0.349 2.478 -2.028

Computed properties:
largest force on an atom = 1.3 eV/Å
relative energy (zero: lowest compared OMol25 entry of this formula, charge and spin) = 4.228 eV
highest occupied orbital energy = -7.3431 eV
calculated total energy = -11349.8845 eV
HOMO-LUMO gap = 8.20 eV
LUMO level = 0.857 eV
total charge = 0

(2)
C48H105Br2FIN2O4P2 | wB97M-V/def2-TZVPD

Element x y z (Å)
C1 -1.848 -2.825 5.289
C2 -1.918 -2.039 3.973
C3 -2.217 -2.902 2.761
F1 -3.598 -2.934 2.541
C4 -1.558 -2.404 1.453
C5 -2.006 -0.964 1.148
C6 -0.973 0.132 1.392
N1 -1.656 1.419 1.257
O1 -0.136 -2.408 1.629
C7 0.680 -3.495 1.175
C8 1.886 -3.570 2.120
C9 1.602 -3.529 3.629
C10 2.600 -4.362 4.423
Br1 1.743 -1.670 4.237
P1 1.214 -3.220 -0.651
C11 1.286 -1.389 -0.838
C12 1.859 -0.500 0.276
C13 2.983 -3.776 -0.811
C14 4.135 -2.789 -0.613
C15 -0.105 -4.812 1.188
P2 0.927 -6.278 0.491
O2 -0.248 -7.143 -0.255
Br2 1.129 -7.392 2.401
N2 -1.369 -4.679 0.379
O3 -2.341 -5.508 0.980
C16 -1.892 -3.255 0.224
C17 -3.347 -3.320 -0.230
C18 -3.546 -4.133 -1.499
O4 -4.317 -5.008 -1.611
I1 -2.270 -3.614 -3.167
H1 -1.501 -3.851 5.140
H2 -1.152 -2.348 5.981
H3 -2.817 -2.864 5.787
H4 -2.733 -1.313 4.040
H5 -0.994 -1.486 3.815
H6 -1.932 -3.936 2.971
H7 -2.312 -0.873 0.101
H8 -2.899 -0.738 1.736
H9 -0.231 0.096 0.597
H10 -0.473 -0.001 2.357
H11 -2.366 1.539 1.970
H12 -0.995 2.181 1.336
H13 2.474 -4.465 1.892
H14 2.513 -2.715 1.875
H15 0.580 -3.824 3.870
H16 2.766 -5.322 3.926
H17 2.240 -4.552 5.433
H18 3.562 -3.852 4.483
H19 0.278 -1.069 -1.117
H20 1.883 -1.269 -1.750
H21 1.529 -0.796 1.270
H22 2.946 -0.493 0.260
H23 1.536 0.532 0.128
H24 3.019 -4.167 -1.833
H25 3.153 -4.642 -0.174
H26 4.014 -1.881 -1.201
H27 4.266 -2.509 0.433
H28 5.067 -3.256 -0.938
H29 -0.430 -5.070 2.194
H30 -0.778 -7.690 0.342
H31 -1.183 -5.021 -0.578
H32 -2.742 -6.035 0.268
H33 -1.289 -2.862 -0.600
H34 -3.726 -2.314 -0.421
H35 -3.987 -3.777 0.518
C19 2.926 2.756 -5.526
C20 2.343 3.426 -4.286
C21 2.640 2.672 -2.991
C22 2.069 1.255 -2.923
C23 0.553 1.156 -3.089
C24 -0.226 1.905 -2.010
H36 2.504 1.762 -5.686
H37 2.723 3.343 -6.421
H38 4.009 2.648 -5.436
H39 1.264 3.553 -4.408
H40 2.757 4.434 -4.197
H41 2.272 3.257 -2.144
H42 3.726 2.610 -2.860
H43 2.345 0.827 -1.954
H44 2.554 0.628 -3.678
H45 0.272 0.097 -3.065
H46 0.256 1.519 -4.076
H47 0.041 1.540 -1.015
H48 -1.301 1.770 -2.130
H49 -0.026 2.977 -2.036
C25 8.389 1.305 0.158
C26 7.413 1.587 1.296
C27 7.656 0.732 2.539
C28 7.517 -0.776 2.319
C29 6.165 -1.211 1.758
C30 4.986 -0.871 2.664
H50 8.311 0.276 -0.198
H51 8.198 1.959 -0.694
H52 9.419 1.468 0.480
H53 6.387 1.448 0.940
H54 7.490 2.639 1.580
H55 6.970 1.052 3.329
H56 8.662 0.934 2.919
H57 7.688 -1.286 3.272
H58 8.307 -1.123 1.648
H59 6.190 -2.293 1.590
H60 6.010 -0.757 0.774
H61 5.093 -1.339 3.645
H62 4.047 -1.217 2.229
H63 4.892 0.206 2.817
C31 -5.172 0.418 -0.492
C32 -4.810 1.539 -1.462
C33 -4.703 2.908 -0.793
C34 -5.994 3.376 -0.118
C35 -7.213 3.424 -1.036
C36 -7.084 4.411 -2.190
H64 -6.151 0.568 -0.035
H65 -5.203 -0.546 -1.009
H66 -4.431 0.357 0.309
H67 -5.547 1.568 -2.269
H68 -3.850 1.311 -1.937
H69 -4.384 3.642 -1.537
H70 -3.906 2.872 -0.044
H71 -5.829 4.367 0.314
H72 -6.219 2.716 0.726
H73 -8.083 3.695 -0.432
H74 -7.420 2.423 -1.426
H75 -6.914 5.423 -1.818
H76 -7.991 4.427 -2.795
H77 -6.255 4.155 -2.853
C37 7.565 2.131 -3.459
C38 7.077 2.993 -2.299
C39 6.585 4.374 -2.730
C40 7.640 5.261 -3.394
C41 8.884 5.519 -2.546
C42 8.589 6.239 -1.234
H78 8.418 2.582 -3.966
H79 7.876 1.144 -3.113
H80 6.773 1.991 -4.199
H81 7.874 3.095 -1.557
H82 6.256 2.478 -1.791
H83 6.172 4.891 -1.859
H84 5.749 4.247 -3.428
H85 7.177 6.219 -3.646
H86 7.945 4.817 -4.346
H87 9.585 6.117 -3.133
H88 9.397 4.575 -2.337
H89 8.103 7.200 -1.419
H90 9.507 6.433 -0.678
H91 7.934 5.653 -0.588
C43 -12.230 1.333 1.688
C44 -10.910 0.816 2.249
C45 -9.720 1.050 1.320
C46 -9.815 0.361 -0.042
C47 -9.985 -1.156 0.013
C48 -8.819 -1.872 0.688
H92 -12.501 0.828 0.759
H93 -13.045 1.176 2.394
H94 -12.171 2.404 1.480
H95 -11.002 -0.250 2.477
H96 -10.707 1.311 3.201
H97 -8.805 0.729 1.828
H98 -9.607 2.126 1.154
H99 -8.906 0.592 -0.609
H100 -10.641 0.792 -0.613
H101 -10.090 -1.530 -1.009
H102 -10.917 -1.411 0.525
H103 -7.880 -1.651 0.172
H104 -8.961 -2.954 0.675
H105 -8.707 -1.568 1.730

Computed properties:
largest force on an atom = 1.1 eV/Å
highest occupied orbital energy = -11.4556 eV
calculated total energy = -232124.6538 eV
HOMO-LUMO gap = 8.53 eV
LUMO level = -2.928 eV
total charge = +1

(3)
C22H23N2RuS3 | wB97M-V/def2-TZVPD

Element x y z (Å)
Ru1 -0.285 -0.039 -0.515
C1 -0.827 -0.758 2.301
N1 0.045 0.187 1.531
C2 1.478 -0.105 1.885
C3 2.355 -0.239 0.656
N2 1.728 -1.157 -0.310
C4 2.540 -1.285 -1.529
C5 1.505 -2.491 0.240
C6 2.514 -3.145 0.932
C7 2.301 -4.414 1.449
C8 1.071 -5.029 1.260
C9 0.067 -4.383 0.559
C10 0.267 -3.105 0.036
S1 -0.979 -2.250 -0.857
C11 -0.423 1.546 1.892
C12 0.077 2.243 2.982
C13 -0.429 3.496 3.299
C14 -1.448 4.042 2.534
C15 -1.981 3.325 1.476
C16 -1.493 2.062 1.153
S2 -2.226 1.105 -0.134
H1 -0.643 -0.620 3.370
H2 -0.599 -1.779 2.013
H3 -1.865 -0.537 2.069
H4 1.476 -1.027 2.463
H5 1.893 0.675 2.514
H6 3.369 -0.545 0.942
H7 2.438 0.723 0.156
H8 3.505 -1.750 -1.298
H9 2.704 -0.295 -1.942
H10 2.000 -1.900 -2.247
H11 3.476 -2.667 1.071
H12 3.089 -4.916 1.994
H13 0.891 -6.016 1.667
H14 -0.898 -4.855 0.422
H15 0.849 1.821 3.610
H16 -0.023 4.039 4.142
H17 -1.834 5.026 2.764
H18 -2.781 3.738 0.876
S3 0.855 1.834 -1.423
C17 0.476 0.973 -2.910
C18 -0.808 0.438 -3.087
C19 -1.085 -0.424 -4.157
C20 -0.115 -0.701 -5.090
C21 1.152 -0.120 -4.956
C22 1.453 0.686 -3.884
H19 -1.620 0.777 -2.469
H20 -2.078 -0.842 -4.259
H21 -0.329 -1.344 -5.933
H22 1.913 -0.322 -5.700
H23 2.447 1.099 -3.768

Computed properties:
2S+1 = 2
largest force on an atom = 1.1 eV/Å
relative energy (zero: lowest compared OMol25 entry of this formula, charge and spin) = 0.000 eV
highest occupied orbital energy (spin up / spin down) = -7.4133 / -7.2473 eV
calculated total energy = -61256.2477 eV
HOMO-LUMO gap (spin up / spin down) = 7.50 / 6.67 eV
LUMO level (spin up / spin down) = 0.088 / -0.581 eV
total charge = 0
expectation value of S² = 0.76

(4)
C36H59Br3Cl2N2O8P2Si | wB97M-V/def2-TZVPD

Element x y z (Å)
C1 -5.694 5.842 -1.349
C2 -6.072 6.141 0.205
C3 -6.504 4.804 1.033
O1 -7.777 4.564 1.070
O2 -5.498 3.962 1.619
C4 -5.547 4.030 3.098
C5 -5.276 2.529 3.635
C6 -4.299 2.431 4.927
O3 -3.102 1.713 4.509
C7 -1.879 2.460 4.733
P1 -1.993 3.982 3.596
C8 -0.621 5.276 4.038
O4 -1.670 3.575 1.915
C9 -0.490 1.568 4.638
O5 0.258 2.108 3.596
C10 1.614 1.963 3.271
C11 2.675 1.278 4.226
C12 4.148 0.924 3.725
C13 4.898 1.873 2.686
Br1 6.885 1.544 2.971
C14 1.670 1.094 1.857
C15 1.696 -0.498 1.986
O6 0.999 -1.089 0.813
Si1 2.097 -2.057 -0.132
C16 1.069 -2.664 -1.678
C17 3.622 -1.118 -0.814
C18 2.549 -3.583 0.983
C19 2.019 3.457 2.677
Cl1 1.687 3.939 0.897
C20 2.601 4.534 3.416
C21 2.968 5.975 2.716
Cl2 2.947 4.451 5.189
C22 -0.779 -0.046 4.664
Br2 -1.749 -0.636 6.357
C23 -1.576 -0.721 3.471
C24 -1.054 -2.227 3.037
Br3 -1.869 0.297 1.803
P2 0.179 1.806 6.455
O7 0.441 3.416 6.879
O8 1.272 0.633 6.966
H1 -6.550 6.127 -2.093
H2 -5.316 4.769 -1.548
H3 -4.808 6.555 -1.612
H4 -5.117 6.586 0.692
H5 -6.960 6.886 0.197
H6 -4.752 4.786 3.443
H7 -6.634 4.315 3.364
H8 -4.754 1.958 2.758
H9 -6.280 1.968 3.807
H10 -4.111 3.429 5.469
H11 -4.843 1.739 5.699
H12 -2.025 2.922 5.804
H13 -0.143 5.704 3.059
H14 0.166 4.860 4.766
H15 -1.189 6.142 4.549
H16 -1.704 4.422 1.381
H17 2.809 1.783 5.277
H18 2.215 0.247 4.558
H19 4.832 0.877 4.677
H20 4.206 -0.168 3.306
H21 4.736 1.548 1.574
H22 4.781 3.006 2.829
H23 0.769 1.352 1.163
H24 2.620 1.371 1.230
H25 1.377 -0.959 2.984
H26 2.807 -0.843 1.823
H27 0.531 -1.745 -2.139
H28 1.879 -3.081 -2.439
H29 0.307 -3.460 -1.337
H30 3.436 0.000 -1.065
H31 4.510 -1.186 -0.070
H32 3.967 -1.626 -1.790
H33 2.414 -3.286 2.103
H34 3.598 -4.010 0.777
H35 1.708 -4.368 0.763
H36 3.844 5.779 1.981
H37 3.292 6.747 3.504
H38 2.065 6.404 2.134
H39 0.243 -0.605 4.780
H40 -2.656 -0.941 3.872
H41 -0.059 -2.512 3.542
H42 -1.021 -2.305 1.881
H43 -1.832 -3.031 3.383
H44 0.449 3.587 7.851
H45 1.053 0.229 7.842
C25 -1.211 -7.142 -12.093
N1 -0.602 -6.655 -10.837
C26 0.680 -6.235 -10.849
C27 1.271 -5.732 -9.695
C28 0.540 -5.650 -8.508
C29 -0.777 -6.117 -8.532
C30 -1.328 -6.616 -9.704
C31 1.110 -5.071 -7.275
C32 0.503 -3.974 -6.657
C33 1.012 -3.462 -5.471
N2 2.096 -4.016 -4.896
C34 2.724 -5.060 -5.477
C35 2.250 -5.600 -6.667
C36 2.600 -3.493 -3.607
H46 -0.602 -7.967 -12.468
H47 -1.224 -6.309 -12.799
H48 -2.229 -7.485 -11.904
H49 1.218 -6.295 -11.790
H50 2.300 -5.385 -9.744
H51 -1.390 -6.099 -7.634
H52 -2.350 -6.978 -9.744
H53 -0.374 -3.504 -7.094
H54 0.551 -2.614 -4.974
H55 3.596 -5.461 -4.970
H56 2.768 -6.454 -7.096
H57 3.644 -3.204 -3.745
H58 2.505 -4.292 -2.868
H59 2.011 -2.628 -3.312

Computed properties:
largest force on an atom = 8.6 eV/Å
highest occupied orbital energy = -9.2165 eV
calculated total energy = -319249.7384 eV
HOMO-LUMO gap = 1.46 eV
LUMO level = -7.760 eV
total charge = +2